{
  "formula": "C2H45O21",
  "method": "wB97M-V/def2-TZVPD",
  "total_energy_ev": -45804.8002,
  "gap_ev": 7.86,
  "homo_ev": -5.624,
  "lumo_energy_ev": 2.2,
  "de_lowest_kj_mol": 65.0,
  "total_charge": -1,
  "elements": ["C", "C", "O", "H", "H", "H", "H", "H", "O", "H", "H", "O", "H", "H", "O", "H", "H", "O", "H", "H", "O", "H", "H", "O", "H", "H", "O", "H", "H", "O", "H", "H", "O", "H", "H", "O", "H", "H", "O", "H", "H", "O", "H", "H", "O", "H", "H", "O", "H", "H", "O", "H", "H", "O", "H", "H", "O", "H", "H", "O", "H", "H", "O", "H", "H", "O", "H", "H"],
  "positions_angstrom": [[-0.532, -0.328, -0.061], [0.419, 0.760, 0.328], [-0.056, 1.838, 1.116], [-0.651, -1.076, 0.693], [-0.114, -0.808, -0.949], [-1.464, 0.024, -0.428], [0.879, 1.294, -0.537], [1.348, 0.388, 0.763], [-3.265, -0.880, -2.267], [-4.238, -0.837, -2.365], [-3.013, 0.030, -2.447], [-1.023, -4.105, 0.736], [-0.764, -3.672, 1.570], [-1.595, -3.392, 0.368], [2.044, 1.948, 2.885], [1.360, 1.904, 2.200], [1.896, 2.755, 3.424], [1.612, -2.848, -0.527], [2.287, -2.164, -0.606], [1.202, -2.637, 0.340], [-2.992, -2.387, -0.013], [-3.823, -2.702, 0.250], [-3.033, -2.306, -0.971], [-0.774, 0.348, 3.266], [-1.287, -0.440, 3.141], [-0.669, 0.795, 2.460], [3.389, -0.872, -0.916], [3.073, -0.214, -1.530], [3.913, -0.411, -0.228], [0.630, 4.424, -0.267], [1.513, 4.782, -0.196], [0.439, 3.678, 0.283], [3.453, 2.117, -2.424], [3.883, 2.851, -1.958], [2.530, 2.383, -2.595], [-4.312, 0.142, 0.290], [-4.592, -0.531, 0.894], [-3.592, -0.255, -0.230], [-0.342, -3.140, -2.522], [0.282, -2.861, -1.915], [0.019, -3.973, -2.848], [-0.545, -0.793, -4.174], [-0.300, -1.002, -5.067], [-0.623, -1.672, -3.749], [-0.496, -2.825, 3.085], [0.346, -2.531, 2.752], [-0.343, -3.152, 3.984], [1.837, -1.841, 2.069], [1.694, -0.935, 1.727], [2.792, -1.972, 2.139], [0.935, 2.759, -2.469], [0.796, 3.391, -1.769], [0.113, 2.234, -2.569], [1.820, -0.140, -3.112], [1.020, -0.475, -3.497], [1.621, 0.623, -2.528], [-2.910, -1.160, 2.511], [-3.154, -1.633, 3.319], [-2.611, -1.892, 1.948], [-1.022, 3.490, 2.860], [-0.471, 4.267, 2.999], [-0.501, 2.897, 2.338], [-2.138, 2.811, -0.336], [-1.483, 2.467, 0.266], [-2.100, 2.444, -1.213], [4.104, 1.354, 0.778], [3.442, 1.612, 1.396], [4.134, 2.043, 0.101]]
}

{
  "formula": "C2H46BO20PS",
  "method": "wB97M-V/def2-TZVPD",
  "total_energy_ev": -64569.8314,
  "gap_ev": 7.72,
  "homo_ev": -8.937,
  "lumo_energy_ev": -1.2,
  "total_charge": 0,
  "elements": ["C", "O", "C", "B", "P", "S", "H", "H", "H", "H", "H", "H", "H", "H", "O", "H", "H", "O", "H", "H", "O", "H", "H", "O", "H", "H", "O", "H", "H", "O", "H", "H", "O", "H", "H", "O", "H", "H", "O", "H", "H", "O", "H", "H", "O", "H", "H", "O", "H", "H", "O", "H", "H", "O", "H", "H", "O", "H", "H", "O", "H", "H", "O", "H", "H", "O", "H", "H", "O", "H", "H"],
  "positions_angstrom": [[-1.140, -2.957, 0.879], [-0.066, -3.295, 0.025], [-0.552, -3.775, -1.220], [-0.918, -2.667, -2.297], [0.001, -0.991, -2.526], [0.398, -0.040, -0.845], [-1.875, -3.762, 0.979], [-1.637, -2.033, 0.574], [-0.731, -2.800, 1.872], [0.287, -4.317, -1.688], [-1.364, -4.499, -1.101], [-1.796, -2.901, -3.062], [1.212, -1.184, -3.237], [-0.850, -0.189, -3.333], [-2.670, -3.776, -5.010], [-3.409, -3.259, -5.344], [-2.733, -4.611, -5.484], [-2.925, -2.090, 3.330], [-2.706, -2.357, 4.227], [-2.861, -1.132, 3.358], [0.263, 3.231, 0.548], [-0.472, 3.725, 0.171], [0.214, 2.377, 0.106], [2.113, 4.755, 2.883], [1.677, 4.316, 2.140], [2.830, 4.151, 3.126], [-4.824, -3.668, 1.468], [-4.003, -3.212, 1.694], [-4.595, -4.602, 1.519], [4.114, 2.908, 4.500], [3.827, 2.984, 5.417], [3.894, 2.003, 4.263], [0.838, -2.126, -5.511], [0.749, -2.496, -6.394], [0.089, -2.496, -5.032], [-1.747, -1.251, 5.805], [-1.532, -1.525, 6.701], [-1.690, -0.289, 5.831], [1.742, -1.422, 2.111], [1.276, -1.806, 1.356], [2.457, -2.038, 2.287], [-2.289, -6.550, 1.303], [-1.610, -5.957, 0.966], [-1.838, -7.064, 1.979], [-0.439, 3.779, -2.371], [0.390, 4.258, -2.228], [-0.203, 2.853, -2.255], [4.150, -1.978, -5.612], [3.229, -1.718, -5.504], [4.395, -1.634, -6.475], [-3.834, 0.812, 6.189], [-4.613, 1.250, 5.835], [-4.058, -0.124, 6.175], [1.684, 3.378, 5.697], [0.761, 3.607, 5.830], [1.914, 3.745, 4.836], [0.967, 6.231, -2.687], [0.031, 6.465, -2.626], [1.239, 6.567, -3.543], [3.732, 1.761, -1.083], [4.002, 1.598, -0.176], [2.846, 1.388, -1.135], [2.225, -5.017, -2.882], [2.847, -4.390, -3.267], [2.753, -5.518, -2.252], [2.654, 6.033, -0.214], [2.407, 5.639, 0.628], [2.087, 5.598, -0.859], [-1.925, 7.680, -2.913], [-2.856, 7.904, -2.844], [-1.661, 8.023, -3.771]]
}

{
  "formula": "C2H46GaNO24P",
  "method": "wB97M-V/def2-TZVPD",
  "total_energy_ev": -115119.5995,
  "gap_ev": 7.51,
  "homo_ev": -5.794,
  "lumo_energy_ev": 1.7,
  "total_charge": -1,
  "elements": ["O", "C", "N", "Ga", "C", "P", "O", "O", "O", "H", "H", "H", "H", "H", "H", "O", "H", "H", "O", "H", "H", "O", "H", "H", "O", "H", "H", "O", "H", "H", "O", "H", "H", "O", "H", "H", "O", "H", "H", "O", "H", "H", "O", "H", "H", "O", "H", "H", "O", "H", "H", "O", "H", "H", "O", "H", "H", "O", "H", "H", "O", "H", "H", "O", "H", "H", "O", "H", "H", "O", "H", "H", "O", "H", "H"],
  "positions_angstrom": [[-1.111, -0.666, -3.143], [-0.512, -1.262, -2.222], [-0.217, -2.032, -1.211], [1.060, -1.004, -0.101], [0.003, -0.247, 1.502], [0.931, 1.022, 2.526], [0.075, 1.254, 3.833], [1.069, 2.554, 1.796], [2.466, 0.479, 3.080], [2.186, -2.078, 0.332], [1.762, 0.097, -1.033], [-0.199, -1.138, 2.205], [-1.025, 0.100, 1.151], [1.304, 2.378, 0.855], [2.930, 1.319, 3.307], [5.439, 0.392, 1.557], [4.598, 0.281, 2.015], [5.239, 1.024, 0.852], [5.083, 1.485, -1.453], [5.706, 1.674, -2.164], [4.414, 0.925, -1.869], [-3.177, 0.447, 2.463], [-4.011, 0.900, 2.615], [-2.600, 0.770, 3.167], [-1.364, -2.532, 3.862], [-2.321, -2.587, 3.748], [-1.202, -2.973, 4.704], [2.979, -2.856, 2.437], [3.894, -3.149, 2.524], [3.002, -1.931, 2.712], [-3.327, -0.801, -0.585], [-2.684, -0.611, -1.278], [-3.983, -1.361, -1.016], [0.152, -1.248, 6.031], [-0.694, -1.353, 6.483], [-0.035, -0.615, 5.321], [-3.250, 2.265, 4.445], [-2.664, 2.996, 4.211], [-4.136, 2.616, 4.285], [8.188, -0.965, 0.995], [7.351, -0.516, 1.159], [8.766, -0.636, 1.694], [-2.992, -2.161, -5.575], [-3.832, -1.706, -5.432], [-2.426, -1.838, -4.858], [-4.967, 3.362, 6.598], [-4.050, 3.060, 6.670], [-4.933, 4.285, 6.875], [-3.483, -0.641, -8.415], [-4.440, -0.701, -8.545], [-3.333, -1.087, -7.568], [-0.836, 0.744, -9.791], [-0.885, 1.415, -9.099], [-1.620, 0.201, -9.645], [3.265, -1.092, 6.635], [2.305, -1.147, 6.521], [3.425, -1.533, 7.477], [-5.425, 1.175, -7.566], [-4.508, 0.878, -7.475], [-5.402, 2.097, -7.285], [-5.246, -3.274, -8.733], [-4.839, -3.730, -9.479], [-4.573, -3.311, -8.042], [8.078, 0.999, 3.118], [7.244, 0.980, 2.625], [7.964, 0.323, 3.796], [-1.087, 1.573, 6.748], [-0.693, 1.109, 5.988], [-0.402, 1.536, 7.425], [-0.717, -2.411, -7.959], [-1.572, -2.522, -7.522], [-0.896, -1.777, -8.664], [0.437, 4.040, -0.446], [0.881, 4.644, 0.161], [-0.500, 4.161, -0.251]]
}

{
  "formula": "C2H47O22",
  "method": "wB97M-V/def2-TZVPD",
  "total_energy_ev": -47885.1877,
  "gap_ev": 7.40,
  "homo_ev": -5.784,
  "lumo_energy_ev": 1.6,
  "de_lowest_kj_mol": 11.4,
  "total_charge": -1,
  "elements": ["C", "C", "O", "H", "H", "H", "H", "H", "O", "H", "H", "O", "H", "H", "O", "H", "H", "O", "H", "H", "O", "H", "H", "O", "H", "H", "O", "H", "H", "O", "H", "H", "O", "H", "H", "O", "H", "H", "O", "H", "H", "O", "H", "H", "O", "H", "H", "O", "H", "H", "O", "H", "H", "O", "H", "H", "O", "H", "H", "O", "H", "H", "O", "H", "H", "O", "H", "H", "O", "H", "H"],
  "positions_angstrom": [[-0.315, -0.275, -0.270], [0.671, 0.778, 0.168], [1.208, 1.517, -0.942], [0.172, -1.046, -0.896], [-1.158, 0.128, -0.764], [-0.654, -0.796, 0.598], [1.524, 0.357, 0.716], [0.134, 1.373, 0.842], [-0.491, -3.633, 2.142], [-1.019, -3.930, 2.871], [-0.320, -2.755, 2.436], [-0.257, -3.881, -0.592], [-0.288, -3.657, 0.367], [-0.888, -4.581, -0.572], [-0.448, 1.612, 3.395], [0.199, 2.256, 3.029], [-1.143, 1.669, 2.743], [-3.387, 1.192, -2.153], [-2.864, 1.630, -1.528], [-2.922, 1.214, -2.991], [3.854, 1.793, -1.131], [4.253, 2.352, -0.431], [2.919, 1.724, -0.989], [0.679, -1.052, 3.091], [0.119, -0.388, 2.708], [0.106, -1.205, 3.843], [-2.612, -0.856, 3.090], [-3.375, -0.912, 3.627], [-2.890, -1.065, 2.216], [-1.296, 4.153, 1.125], [-1.882, 3.384, 1.125], [-1.779, 4.799, 1.634], [-2.615, 1.865, 1.787], [-2.468, 1.175, 1.124], [-3.438, 1.754, 2.203], [2.479, -3.258, -0.787], [1.617, -3.633, -0.811], [2.544, -2.359, -1.087], [-2.588, -2.752, -1.200], [-1.626, -2.845, -1.065], [-2.836, -3.487, -1.776], [-0.105, 0.870, -3.372], [-0.476, 0.015, -3.434], [0.245, 0.889, -2.466], [1.709, 3.731, -2.360], [2.656, 3.923, -2.162], [1.543, 2.929, -1.819], [-1.188, -1.716, -3.431], [-1.693, -1.924, -4.159], [-1.837, -2.032, -2.816], [2.774, 0.620, 3.158], [1.950, 0.148, 3.281], [3.092, 0.266, 2.319], [1.620, 3.028, 2.376], [1.414, 3.252, 1.503], [2.279, 2.338, 2.340], [2.586, -0.767, -1.998], [1.949, -0.110, -1.689], [3.304, -0.228, -2.331], [1.308, -3.017, -3.396], [1.411, -3.726, -2.745], [0.555, -2.493, -3.080], [3.950, -0.503, 1.003], [3.808, -1.363, 1.441], [3.601, -0.427, 0.117], [-3.427, -0.437, 0.243], [-3.286, -1.241, -0.202], [-3.861, 0.243, -0.256], [-1.108, 3.096, -1.330], [-0.411, 2.521, -0.959], [-1.287, 3.769, -0.658]]
}

{
  "formula": "C2H4AgBr2F3Pt2",
  "method": "wB97M-V/def2-TZVPD",
  "total_energy_ev": -160842.8907,
  "gap_ev": [8.23, 4.01],
  "homo_ev": [-16.917, -16.493],
  "lumo_energy_ev": [-8.7, -12.5],
  "de_lowest_kj_mol": 0.0,
  "spin_multiplicity": 5,
  "total_charge": 2,
  "elements": ["Ag", "Pt", "Pt", "F", "F", "F", "Br", "C", "C", "Br", "H", "H", "H", "H"],
  "positions_angstrom": [[-2.461, 0.852, 3.395], [-5.515, 1.347, 1.710], [-4.282, -1.835, 1.761], [-5.247, -0.288, 0.489], [-4.769, -0.060, 3.132], [-3.607, 1.955, 1.848], [-10.381, -0.987, 4.348], [-8.635, -1.721, 4.224], [-7.503, -0.901, 4.851], [-7.850, -0.386, 6.640], [-8.367, -1.970, 3.199], [-8.740, -2.667, 4.774], [-7.368, -0.015, 4.223], [-6.576, -1.465, 4.783]]
}

{
  "formula": "C2H4AgLiO",
  "method": "wB97M-V/def2-TZVPD",
  "total_energy_ev": -8386.4887,
  "gap_ev": 5.91,
  "homo_ev": -7.092,
  "lumo_energy_ev": -1.2,
  "de_lowest_kj_mol": 141.4,
  "total_charge": 0,
  "elements": ["C", "H", "C", "H", "H", "O", "Ag", "Li", "H"],
  "positions_angstrom": [[-0.116, 0.135, 0.806], [-0.173, 0.996, 1.471], [-1.305, -0.261, 0.089], [-2.192, 0.297, 0.345], [-1.153, -0.515, -0.950], [0.848, -0.645, 0.777], [2.555, 0.359, -1.588], [-0.043, -2.337, -0.189], [1.579, 1.971, -0.761]]
}

{
  "formula": "C2H4AgLiO",
  "method": "wB97M-V/def2-TZVPD",
  "total_energy_ev": -8380.0816,
  "gap_ev": [7.86, 6.34],
  "homo_ev": [-12.520, -12.488],
  "lumo_energy_ev": [-4.7, -6.2],
  "de_lowest_kj_mol": 166.8,
  "spin_multiplicity": 2,
  "total_charge": 1,
  "elements": ["C", "H", "C", "H", "H", "O", "Li", "Ag", "H"],
  "positions_angstrom": [[-0.122, -0.206, 0.269], [-0.752, -0.434, 1.141], [0.519, -1.221, -0.396], [0.366, -2.253, -0.081], [0.936, -1.057, -1.399], [0.244, 1.083, 0.143], [-1.088, 2.410, 0.026], [2.239, 0.595, 0.180], [-2.344, 1.082, 0.115]]
}

{
  "formula": "C2H4AgMgO",
  "method": "wB97M-V/def2-TZVPD",
  "total_energy_ev": -13619.0629,
  "gap_ev": [3.97, 3.02],
  "homo_ev": [-11.538, -10.498],
  "lumo_energy_ev": [-7.6, -7.5],
  "total_charge": 1,
  "elements": ["C", "H", "C", "H", "H", "O", "Ag", "Mg", "H"],
  "positions_angstrom": [[0.386, -0.364, 0.201], [-0.054, -1.157, 0.819], [1.703, -0.375, -0.116], [2.368, -1.129, 0.301], [2.097, 0.238, -0.941], [-0.418, 0.644, -0.152], [-2.891, 0.875, -0.528], [0.914, 1.966, 0.288], [-4.106, -0.698, 0.128]]
}